# 1
27
Properties=species:S:1:pos:R:3 method="wB97M-V/def2-TZVPD" orbital_gap_ev=9.284 lumo_energy_ev=0.72 e_homo_ha=-0.3146 total_energy_ev=-13134.9188
H 2.8423 -0.4109 -0.2725
H -1.4258 1.3394 -2.0780
C 2.0338 -0.4317 0.3090
C -0.1569 -0.1194 1.7295
C 0.7494 -1.0585 -0.4257
C -0.8291 1.1529 -0.0029
C -0.5958 -0.4890 0.1335
C 1.5724 0.9915 0.4641
N -2.6305 -2.1157 0.0780
H 0.2244 -3.3077 -0.8661
H -0.7392 2.8072 -1.2213
H 0.4043 -2.8157 0.8308
H 0.9615 -0.9837 -1.4263
C 0.7858 -2.5533 -0.0896
H 0.6706 -0.7030 2.3398
C -0.7201 1.7876 -1.4001
H 2.0084 1.6946 -0.3608
H 1.8694 -3.0219 -0.0665
C 0.3359 1.1275 0.9824
H -3.0766 1.0892 -0.2199
H -1.0424 0.1139 2.4505
H 0.1813 1.4726 -1.7673
C -1.7125 -1.4284 -0.0019
H -2.3794 2.4692 0.4735
C -2.2801 1.4298 0.5054
H 2.1341 -1.1522 1.0690
H -2.4011 1.1266 1.4535

# 2
27
Properties=species:S:1:pos:R:3 method="wB97M-V/def2-TZVPD" orbital_gap_ev=8.794 smiles=Cc1c[nH]c2ccccc12.CC lumo_energy_ev=0.97 e_homo_ha=-0.2877 total_energy_ev=-13140.4066
C -0.3103 0.1294 0.5237
H -2.7725 -2.8210 1.0383
H -0.4970 4.3492 -3.0159
H -1.0194 3.2931 -1.7025
H -1.1793 0.2503 -0.1087
C 1.5851 1.0881 1.6390
H 2.1708 1.9914 1.8180
H -0.2620 1.2788 -3.1697
H 1.1004 2.3055 -2.7216
C 0.4250 1.2515 0.8485
C 0.0843 -3.1823 1.9067
H 1.9294 -2.9346 2.8426
H 0.1590 2.2572 0.5788
H -2.1802 -2.0866 -0.3823
H -0.0435 -4.2451 1.9959
C -0.6512 -2.4018 1.0711
C 1.9786 -0.1341 2.1244
C 0.0151 -1.1353 1.0332
N 1.1506 -2.4696 2.4077
H -1.7846 3.1536 -3.2208
C 0.1679 2.2657 -3.2673
H 0.4769 2.5009 -4.2846
H -1.8367 -3.7754 -0.1603
C -0.7992 3.3324 -2.7713
H 2.8733 -0.2201 2.7234
C 1.1299 -1.2154 1.8836
C -1.9104 -2.8259 0.3706

# 3
27
Properties=species:S:1:pos:R:3 method="wB97M-V/def2-TZVPD" orbital_gap_ev=8.610 smiles=Cc1c[nH]c2ccccc12.CC lumo_energy_ev=0.92 e_homo_ha=-0.2826 total_energy_ev=-13139.4914
H -0.3774 -3.4480 0.4307
H -2.8872 -0.3336 -0.9043
H -1.4621 3.3424 -1.2290
H 1.6312 0.0964 -1.3523
C -0.8852 1.7878 0.1116
C -0.1410 -0.1256 1.1108
C 0.3158 2.0474 0.7444
C -0.5977 -2.3872 0.4402
H -1.9481 3.5623 0.4904
H 3.7949 0.1693 -2.1191
H 1.3485 0.7654 2.1395
H -2.8026 2.5004 -0.6860
H 0.7400 3.0373 0.7904
N 0.7768 0.8935 1.3229
H 2.3995 -0.9478 -0.1300
C 0.1281 -1.4838 1.1959
H 1.5183 -1.7757 -1.3898
H 0.8764 -1.9032 1.8698
H -2.3119 -2.5080 -0.9054
C 2.0864 -0.8755 -1.1763
C -1.9533 -0.5347 -0.3912
H 3.3161 -1.4027 -2.8554
C -1.2135 0.4161 0.3518
C -1.8402 2.8446 -0.3149
C -1.6572 -1.8868 -0.3102
C 3.4528 -0.8490 -1.9305
H 4.2323 -1.3772 -1.3770